# 1
Density functional theory data (the ωB97M-V functional and the def2-TZVPD basis) for C14H25FIMnOP2 as an isolated structure at a distorted geometry.

Values from the calculation:
Gap between HOMO and LUMO (spin up / spin down)   6.54 / 7.14 eV
Net charge   +3
E_HOMO (spin up / spin down)   -19.8 / -19.8 eV
Multiplicity   4
LUMO (spin up / spin down)   -13.2 / -12.7 eV
Expectation value of S²   4.10

The geometry in XYZ format:
```
45
Properties=species:S:1:pos:R:3:forces:R:3
C -0.478078 -0.314084 -2.786079 -0.8 0.1 -2.7
I 1.299680 -0.376034 1.773755 1.5 -1.0 -1.0
H 0.361659 -0.216211 -3.562704 -0.7 -0.1 1.3
H -1.193452 0.542416 -3.018704 0.9 -0.9 0.6
H -1.048402 -1.254091 -3.086733 0.7 1.0 0.8
Mn 0.266482 -0.287227 -0.973102 0.1 -0.3 0.3
P 0.481302 2.028388 -0.873660 -0.2 3.6 -1.6
C -0.978099 2.958358 -0.197540 0.2 -2.3 3.1
C 1.917003 2.647707 0.013038 0.5 -0.4 1.3
H 2.124583 3.688703 -0.245188 0.0 -0.1 -0.2
H 0.889285 3.885678 -2.391613 -0.1 -0.4 0.0
H 2.784901 2.013978 -0.167411 0.2 0.2 -0.3
H 1.502379 2.324423 -3.037039 -0.2 0.3 0.1
H -1.135265 2.572989 0.934992 -0.2 1.6 -3.2
H 1.759035 2.598127 1.106930 0.5 0.1 -1.1
C 0.665066 2.811955 -2.512325 0.2 -0.3 -0.3
H -0.791268 3.995734 -0.123299 0.0 1.2 -0.5
H -0.248916 2.688652 -3.109083 0.3 0.1 0.2
H -1.881017 2.644516 -0.673929 -0.7 0.4 -0.8
P 0.454460 -2.639778 -0.865551 0.0 -3.4 0.2
C -0.962587 -3.518743 -0.073304 -0.5 0.8 -0.2
C 0.646591 -3.495616 -2.465242 0.0 0.8 -0.7
H 2.763274 -2.658053 -0.124108 -0.2 -0.5 0.1
H 2.109540 -4.335460 -0.195436 -0.2 0.4 0.0
H 1.670857 -3.234325 1.170465 0.1 -0.2 -0.5
C 1.885797 -3.295519 0.092081 0.4 0.8 0.1
H 1.456219 -2.992881 -3.027001 -0.3 -0.4 0.1
H 0.906528 -4.558629 -2.331624 -0.1 0.4 0.2
H -0.816829 -4.614877 -0.064194 0.2 0.6 -0.1
H -1.890008 -3.280703 -0.630463 0.4 -0.2 0.3
H -0.283668 -3.414198 -3.052591 0.4 -0.1 0.2
H -1.073810 -3.154896 0.958552 0.0 -0.3 -0.2
C -1.487972 -0.172474 -0.213620 -4.8 -0.6 0.4
O -2.630877 -0.329838 0.063390 3.8 0.7 -2.2
F -1.323489 1.121246 5.445273 1.0 0.1 -4.2
C -1.038128 1.065995 4.050091 -2.7 -1.5 6.2
C -0.234557 2.024223 3.552622 0.7 1.0 -0.1
C 0.114982 2.111411 2.281448 -0.9 1.0 -1.9
C -0.423990 0.654501 0.865807 -0.7 -1.3 8.8
C -1.257608 -0.205684 2.089473 0.0 -1.8 -1.2
C -1.598314 0.014141 3.396024 0.2 0.0 -0.7
H 0.071337 2.825230 4.200263 0.2 0.4 0.3
H 0.417853 3.181564 2.063426 0.1 -1.7 -0.8
H -1.643865 -1.282273 1.828056 1.2 2.2 0.0
H -2.128618 -0.768325 3.915860 -0.2 0.1 0.2
```
Positions in Å, forces in eV/Å.

***

# 2
Density functional theory data (the ωB97M-V functional and the def2-TZVPD basis) for C15H4EuF5N4O4 as an isolated structure at a distorted geometry.

Values from the calculation:
Gap between HOMO and LUMO (spin up / spin down)   4.81 / 7.69 eV
Net charge   -1
E_HOMO (spin up / spin down)   -3.3 / -6.0 eV
Relative energy (zero: lowest compared OMol25 entry of this formula, charge and spin)   1.192 eV
Multiplicity   8
LUMO (spin up / spin down)   1.5 / 1.7 eV
Expectation value of S²   15.76

The geometry in XYZ format:
```
33
Properties=species:S:1:pos:R:3:forces:R:3
Eu 0.207006 -0.314103 -0.333736 -0.8 -0.5 -0.4
O -3.456494 2.225297 -0.631136 -1.1 0.6 0.2
C -2.271894 1.719397 -0.867836 1.2 -1.3 -0.3
O -2.077194 0.524597 -1.072436 -0.6 0.8 0.1
C -1.130894 2.676697 -0.841936 0.2 0.1 0.1
C -1.221094 4.054197 -0.707836 0.0 -0.2 0.0
C -0.031494 4.776997 -0.644436 -0.2 -0.2 0.0
C 1.181806 4.110897 -0.694136 0.0 -0.3 -0.1
C 1.180106 2.717597 -0.798836 0.4 -0.1 0.1
N 0.046306 2.034997 -0.893436 -0.3 1.1 -0.3
C 2.471906 1.820597 -0.718836 -1.0 0.1 -0.1
O 3.547506 2.369597 -0.738736 0.7 0.5 0.0
O 2.189006 0.583997 -0.621236 1.5 0.7 -0.3
H -4.137794 1.530297 -0.590036 0.5 0.0 -0.1
H -2.190294 4.527197 -0.659636 0.0 0.1 0.1
H -0.071294 5.848297 -0.531036 0.1 0.2 0.0
H 2.127006 4.629197 -0.649136 0.1 0.0 0.1
F -2.034594 -2.615803 0.335564 -0.3 -0.7 0.2
C -1.031094 -3.378403 -0.197336 1.1 0.7 -0.8
C -0.010094 -2.651803 -0.806736 -0.1 -3.0 -0.3
C 1.024706 -3.420403 -1.333036 -1.3 0.6 0.5
F 2.027106 -2.712003 -1.917636 0.4 -0.6 -0.2
C 1.056506 -4.809003 -1.296336 -0.3 0.6 0.2
F 2.070406 -5.491103 -1.833336 0.3 -0.4 -0.1
C 0.002406 -5.482103 -0.675036 0.0 0.8 -0.1
F 0.016406 -6.814203 -0.604636 0.0 -0.4 0.0
C -1.065594 -4.765503 -0.128036 0.4 0.6 -0.2
F -2.084294 -5.409503 0.448564 -0.2 -0.4 0.2
N -0.165294 0.176997 1.852164 0.3 0.3 2.4
C 0.176306 0.225397 2.990464 -0.8 0.0 -3.0
N 0.317406 0.293597 4.208064 -0.6 -0.1 2.1
C 1.265906 0.438997 5.071464 0.1 0.0 -0.7
N 2.071606 0.579097 5.880264 0.7 0.1 0.9
```
Positions in Å, forces in eV/Å.

***

# 3
Density functional theory data (the ωB97M-V functional and the def2-TZVPD basis) for an isolated ion of composition C3H5F3P and charge +1 at a distorted geometry.

Values from the calculation:
Gap between HOMO and LUMO   10.28 eV
Net charge   +1
E_HOMO   -17.4 eV
Relative energy (zero: lowest compared OMol25 entry of this formula, charge and spin)   3.061 eV
LUMO   -7.1 eV

The geometry in XYZ format:
```
12
Properties=species:S:1:pos:R:3:forces:R:3
C -0.177389 -0.364798 -1.029959 -0.7 0.1 -1.3
C 0.040322 -0.248341 1.640017 -2.5 -3.3 0.0
C -0.873984 -0.678324 -2.051620 -0.2 -2.2 0.5
F 2.127809 0.237660 -0.281886 -2.7 0.5 1.1
F -0.073873 1.743813 -0.610612 0.3 -1.0 0.7
F 1.309949 1.866229 1.155356 -0.4 -0.7 -0.1
P 0.681259 0.679359 0.339270 3.2 1.0 -2.4
H 0.341770 -1.338951 1.769025 0.4 1.4 -0.7
H 0.170787 0.239937 2.524683 0.9 1.3 2.5
H -1.193414 -0.003640 -2.818453 -0.1 0.9 -0.3
H -1.271532 -1.726746 -2.294328 0.8 1.2 0.7
H -1.081704 -0.406199 1.658506 0.9 0.6 -0.8
```
Positions in Å, forces in eV/Å.

***

# 4
Density functional theory data (the ωB97M-V functional and the def2-TZVPD basis) for an isolated ion of composition C9H12N and charge +1 at a distorted geometry.

Values from the calculation:
Gap between HOMO and LUMO (spin up / spin down)   6.62 / 6.62 eV
Net charge   +1
E_HOMO (spin up / spin down)   -11.5 / -11.5 eV
Relative energy (zero: lowest compared OMol25 entry of this formula, charge and spin)   6.186 eV
LUMO (spin up / spin down)   -4.8 / -4.8 eV

The geometry in XYZ format:
```
22
Properties=species:S:1:pos:R:3:forces:R:3
C 0.055086 -1.934666 -2.422319 1.8 0.1 2.0
C -0.360769 -1.007256 -1.492203 -0.8 -0.8 -0.5
C 0.179602 -0.496094 -0.318117 -0.4 -0.3 -2.6
C 0.733530 0.039548 0.628921 0.9 0.3 2.5
C -1.153255 -1.976130 -3.185717 -2.7 -0.6 4.2
C -1.737624 -0.861758 -2.174951 1.4 -1.8 -0.7
C 1.662377 1.193746 1.316595 -2.5 -1.4 1.6
C 0.980515 0.087353 2.089166 1.1 0.9 -0.5
C 1.321181 2.616700 1.268697 1.0 1.3 2.8
N -0.238457 0.204763 3.034003 -0.8 0.1 0.6
H 0.942561 -2.563941 -2.497549 0.0 0.4 0.0
H -1.183954 -1.764696 -4.152237 0.1 0.9 -4.3
H -1.697052 -2.938077 -2.998579 0.5 0.5 -0.3
H -2.604805 -1.242500 -1.692689 -0.5 -0.3 0.9
H -1.985949 0.060848 -2.592370 -0.1 1.6 -0.8
H 2.697282 1.000592 1.163309 0.6 -0.6 -0.5
H 1.487302 3.102292 0.373116 0.5 0.7 -2.2
H 2.054390 3.126918 1.986674 -0.7 -0.7 -0.9
H 0.381199 2.981940 1.631576 -0.9 -0.5 0.2
H 0.097679 0.334879 4.018794 0.0 0.5 -1.1
H -0.497038 -0.800332 3.113016 -0.4 0.8 -0.5
H -1.133802 0.835873 2.902867 1.9 -1.3 0.0
```
Positions in Å, forces in eV/Å.

***

# 5
Density functional theory data (the ωB97M-V functional and the def2-TZVPD basis) for an isolated ion of composition C2H4NO and charge +1 at a distorted geometry.

Values from the calculation:
Gap between HOMO and LUMO (spin up / spin down)   8.76 / 8.00 eV
Net charge   +1
E_HOMO (spin up / spin down)   -16.3 / -15.9 eV
Relative energy (zero: lowest compared OMol25 entry of this formula, charge and spin)   4.048 eV
LUMO (spin up / spin down)   -7.5 / -7.9 eV

The geometry in XYZ format:
```
8
Properties=species:S:1:pos:R:3:forces:R:3
C 0.235416 -0.521350 0.411174 0.5 4.6 1.5
C -0.057415 0.522402 -0.456157 -1.1 -1.6 1.4
N 1.105605 1.791819 -0.537095 2.0 1.4 0.2
O 1.643018 2.195049 0.379154 -1.4 -1.3 -1.1
H 0.664154 -0.245148 1.356098 0.3 0.0 0.6
H 0.065472 -1.507159 0.322804 -0.4 -3.4 -1.2
H -0.449510 0.160749 -1.348572 0.2 -0.3 -2.4
H -0.814879 1.265916 -0.252310 -0.1 0.6 1.1
```
Positions in Å, forces in eV/Å.

***

# 6
Density functional theory data (the ωB97M-V functional and the def2-TZVPD basis) for C5H6O in the gas phase.

Values from the calculation:
Gap between HOMO and LUMO   10.32 eV
SMILES string   C=C=C(C)C=O
Net charge   0
E_HOMO   -9.7 eV
Relative energy (zero: lowest compared OMol25 entry of this formula, charge and spin)   1.935 eV
LUMO   0.6 eV

The geometry in XYZ format:
```
12
Properties=species:S:1:pos:R:3:forces:R:3
C 1.838743 -1.228236 -0.384025 -0.1 0.0 0.1
C 0.728097 -0.700533 0.061639 0.0 0.0 -0.2
C -0.320377 0.080462 0.120279 0.2 -0.1 0.0
C -1.342645 0.315317 1.199123 0.0 0.0 0.0
C -0.234335 0.896265 -1.151163 0.0 0.5 0.0
O -0.150995 2.097894 -1.176691 -0.4 -0.4 0.1
H 1.844869 -2.170000 -0.923576 0.0 0.0 0.2
H 2.781313 -0.702975 -0.249147 -0.1 -0.2 0.1
H -0.993906 -0.032126 2.175223 0.0 0.0 -0.2
H -2.273724 -0.217595 0.968587 0.2 0.1 0.0
H -1.583774 1.380454 1.271806 0.1 -0.1 0.0
H -0.134687 0.278092 -2.067213 0.0 0.2 0.0
```
Positions in Å, forces in eV/Å.

***

# 7
Density functional theory data (the ωB97M-V functional and the def2-TZVPD basis) for C16H16F5O3STeTi as an isolated structure at a distorted geometry.

Values from the calculation:
Gap between HOMO and LUMO (spin up / spin down)   8.32 / 5.85 eV
Net charge   0
E_HOMO (spin up / spin down)   -9.0 / -9.0 eV
Relative energy (zero: lowest compared OMol25 entry of this formula, charge and spin)   0.099 eV
Multiplicity   2
LUMO (spin up / spin down)   -0.7 / -3.1 eV
Expectation value of S²   0.78

The geometry in XYZ format:
```
43
Properties=species:S:1:pos:R:3:forces:R:3
Ti -0.546084 -0.922632 1.164616 -1.2 -0.7 1.3
C -0.732214 3.492304 1.009094 0.0 0.0 0.0
C 0.409280 2.524587 1.190881 0.0 0.1 0.0
C 0.554771 1.816354 2.382542 0.1 0.2 0.0
C 1.613771 0.930715 2.575084 0.0 0.1 0.0
C 1.829532 0.264896 3.908151 0.0 -0.1 -0.1
C 2.493760 0.713938 1.515345 0.1 0.1 0.0
C 2.377773 1.415491 0.319205 0.1 -0.1 0.0
C 3.346216 1.172084 -0.809401 0.0 0.0 0.1
C 1.345262 2.333504 0.184045 -0.1 0.1 -0.1
H -0.520090 4.447860 1.494500 0.0 0.0 0.0
H -1.652398 3.105382 1.449903 0.0 0.0 0.0
H -0.915147 3.690569 -0.047115 0.0 0.0 0.0
H -0.136173 2.001314 3.197176 -0.1 -0.1 0.0
H 2.870252 0.366947 4.218386 0.0 0.0 0.0
H 1.604327 -0.801268 3.859702 0.0 0.0 0.0
H 1.194500 0.708325 4.673503 0.0 0.0 0.0
H 3.305992 0.004735 1.638503 0.0 0.0 0.0
H 4.292451 1.687608 -0.629429 0.0 0.0 0.0
H 2.936445 1.520949 -1.756118 0.0 0.0 0.0
H 3.561440 0.107880 -0.909462 0.0 0.0 0.0
H 1.245800 2.880847 -0.748163 0.0 0.0 0.0
O 0.282460 0.411785 -2.476032 0.0 0.0 -0.2
C -0.534153 0.069815 -1.670043 -0.1 0.1 0.5
O -0.231381 -0.149004 -0.392466 0.6 0.7 -1.5
C -1.988329 -0.114061 -2.012331 -0.1 0.1 0.1
C -2.269719 -0.357929 -3.339962 -0.1 0.0 -0.1
C -3.583726 -0.481477 -3.783966 0.0 0.0 -0.1
C -4.642372 -0.320630 -2.900463 0.0 0.0 0.0
C -4.385993 -0.050576 -1.572957 0.1 0.0 0.0
C -3.062230 0.030104 -1.086812 0.1 0.0 -0.2
S -2.899467 0.301027 0.588363 0.0 0.0 0.2
H -1.440506 -0.445377 -4.028766 0.0 0.0 0.0
H -3.777898 -0.689839 -4.827947 0.0 0.0 0.0
H -5.663156 -0.398457 -3.249640 0.0 0.0 0.0
H -5.196467 0.086018 -0.870003 0.0 0.0 0.0
F -1.192955 -4.800806 -0.362754 -0.5 -0.4 -0.3
Te -0.363073 -3.852053 0.987312 0.5 -0.2 -0.1
F 1.239346 -4.804108 0.680989 0.6 -0.5 0.0
F 0.394504 -2.815108 -0.413461 0.1 -0.2 -0.1
F 0.826440 -2.045582 1.842204 -0.2 0.1 0.1
F -1.090166 -0.482684 2.797649 -0.1 0.4 0.3
O -1.614521 -2.327051 0.852339 0.2 0.6 0.2
```
Positions in Å, forces in eV/Å.

***

| no. | molar mass (g mol⁻¹) |
| --- | --- |
| 1 | 472.14 |
| 2 | 551.17 |
| 3 | 129.04 |
| 4 | 134.20 |
| 5 | 58.06 |
| 6 | 82.10 |
| 7 | 558.83 |